1.
15
Properties=species:S:1:pos:R:3 method="wB97M-V/def2-TZVPD" e_tot_ev=-20679.090 smiles="O=C(O)[C@@H]1NCCS1" relative_energy_ev=3.647 spin_multiplicity=1 charge=0 homo_lumo_gap_ev=9.9
C 2.163 -0.116 -0.175
C 0.755 0.009 -0.630
C -1.415 0.928 -0.003
C -1.688 -0.508 0.306
H 1.743 -1.965 0.688
H 0.617 0.238 -1.691
H 0.407 1.168 1.134
H -2.006 1.428 0.513
H -1.757 1.170 -1.003
H -1.630 -0.806 1.286
H -2.345 -0.714 -0.242
N 0.051 1.127 0.103
O 2.527 -1.238 0.510
O 2.926 0.747 -0.341
S -0.347 -1.469 -0.456

=====

2.
15
Properties=species:S:1:pos:R:3 method="wB97M-V/def2-TZVPD" e_tot_ev=-20679.595 relative_energy_ev=3.141 spin_multiplicity=1 charge=0 homo_lumo_gap_ev=8.7
C 0.851 -0.163 -0.298
C 1.050 1.586 0.039
C -1.592 -1.013 0.207
C -0.255 -1.009 -0.612
N 0.046 2.240 0.657
O 2.124 2.014 -0.288
O 2.367 -2.155 0.061
S 2.380 -0.688 0.140
H -2.381 -1.539 -0.378
H -1.900 -0.018 0.285
H -1.453 -1.427 1.170
H -0.578 -0.859 -1.748
H 0.170 -2.058 -0.795
H -0.959 1.858 0.843
H 0.129 3.231 0.718

=====

3.
15
Properties=species:S:1:pos:R:3 method="wB97M-V/def2-TZVPD" e_tot_ev=-20676.046 relative_energy_ev=2.818 spin_multiplicity=3 s_squared=2.01 charge=0 homo_lumo_gap_ev="8.9 / 7.1"
C 0.020 -1.513 0.258
C 1.479 -1.515 0.841
C 1.472 1.213 0.434
C -1.314 0.104 -1.178
N -0.582 -0.322 -0.041
O -0.468 -2.598 0.157
O 2.235 -0.137 -1.412
S 2.344 -0.113 0.063
H 1.581 -1.491 1.894
H 2.028 -2.360 0.438
H 1.094 1.794 -0.424
H 1.245 1.414 1.438
H -2.112 0.758 -1.106
H -0.715 0.332 -2.159
H -1.905 -0.749 -1.550

=====

4.
15
Properties=species:S:1:pos:R:3 method="wB97M-V/def2-TZVPD" e_tot_ev=-11893.175 relative_energy_ev=0.526 spin_multiplicity=2 s_squared=0.76 charge=-1 homo_lumo_gap_ev="8.1 / 5.6"
C -1.143 -1.477 -0.184
O -1.502 -1.249 -1.445
C -0.347 -0.087 0.444
C 1.026 -0.002 -0.146
C 1.833 1.268 0.338
O 1.293 2.397 0.313
O 2.962 1.030 0.817
N -1.347 0.949 0.048
H -0.457 -2.289 -0.044
H -1.929 -1.629 0.584
H -0.326 -0.314 1.513
H 1.661 -0.842 0.115
H 0.901 0.051 -1.256
H -0.797 1.724 -0.338
H -1.828 0.471 -0.758

=====

5.
15
Properties=species:S:1:pos:R:3 method="wB97M-V/def2-TZVPD" e_tot_ev=-11889.319 relative_energy_ev=5.958 spin_multiplicity=1 charge=0 homo_lumo_gap_ev=8.9
C -0.884 -1.774 -0.886
C 0.218 0.503 -0.380
C -1.264 0.140 0.765
N 1.950 2.075 0.001
C -0.427 -0.919 0.272
O 1.130 1.005 0.506
O -1.100 0.558 1.997
O 0.206 0.754 -1.556
H -0.376 0.097 2.480
H 1.478 2.924 0.312
H 1.850 2.035 -1.016
H 0.229 -1.423 0.999
H -1.477 -2.600 -0.488
H -1.502 -1.200 -1.574
H -0.031 -2.175 -1.433

=====

6.
15
Properties=species:S:1:pos:R:3 method="wB97M-V/def2-TZVPD" e_tot_ev=-11893.760 relative_energy_ev=1.517 spin_multiplicity=1 charge=0 homo_lumo_gap_ev=9.8
C 0.244 0.253 0.327
C -0.382 -0.837 -0.116
C 0.969 0.160 1.692
C -1.005 -0.684 -1.543
N 0.461 1.494 -0.432
O 0.940 -0.912 2.275
O 1.516 1.279 2.133
O -0.728 -1.910 0.593
H -1.511 0.292 -1.545
H -0.277 -0.693 -2.296
H -1.745 -1.498 -1.787
H -0.502 1.785 -0.868
H 0.930 1.269 -1.327
H 1.333 1.957 1.491
H -0.243 -1.957 1.403

=====

7.
15
Properties=species:S:1:pos:R:3 method="wB97M-V/def2-TZVPD" e_tot_ev=-11894.169 smiles="NC(=O)CCC(=O)O" relative_energy_ev=1.108 spin_multiplicity=1 charge=0 homo_lumo_gap_ev=10.7
O -1.288 1.010 1.024
C -0.894 1.334 -0.084
O -1.365 2.422 -0.714
C 0.400 0.887 -0.646
C 1.273 -0.055 0.204
C 0.647 -1.421 0.139
N 1.515 -2.528 0.283
O -0.469 -1.708 -0.238
H -2.305 2.687 -0.407
H 0.852 1.942 -0.776
H 0.478 0.487 -1.664
H 0.966 0.181 1.237
H 2.336 0.107 0.233
H 1.101 -3.449 0.333
H 2.449 -2.411 0.750

=====

8.
15
Properties=species:S:1:pos:R:3 method="wB97M-V/def2-TZVPD" e_tot_ev=-11889.825 smiles="CO/C(N)=C/C(=O)O" relative_energy_ev=5.452 spin_multiplicity=1 charge=0 homo_lumo_gap_ev=8.1
C -2.605 -0.139 0.247
C -0.271 -0.214 -0.225
C 1.076 -0.741 0.005
C 2.344 0.081 -0.052
H -2.667 0.422 1.442
H -2.971 0.357 -0.721
H -3.240 -1.110 0.476
H 0.453 1.644 -0.117
H -1.424 1.762 -0.616
H 1.179 -1.782 0.186
H 4.297 -0.661 0.045
N -0.475 1.097 -0.462
O -1.341 -0.974 -0.256
O 3.243 -1.045 -0.164
O 2.402 1.302 0.212

=====

9.
15
Properties=species:S:1:pos:R:3 method="wB97M-V/def2-TZVPD" e_tot_ev=-11890.109 relative_energy_ev=5.169 spin_multiplicity=1 charge=0 homo_lumo_gap_ev=8.9
C 2.244 -1.067 -0.753
C -0.074 0.073 0.195
C -0.736 0.432 1.443
C -0.764 0.329 -1.068
H 2.114 -0.244 -1.661
H 3.424 -0.972 -0.504
H 1.890 -2.213 -1.016
H -1.698 0.826 1.503
H -0.272 0.336 3.306
H 0.950 0.044 2.551
H -2.507 0.156 -0.018
N -0.042 -0.212 2.556
O 1.360 -0.361 0.323
O -2.100 0.318 -0.922
O -0.212 0.661 -2.020

=====

10.
15
Properties=species:S:1:pos:R:3 method="wB97M-V/def2-TZVPD" e_tot_ev=-11890.542 relative_energy_ev=4.735 spin_multiplicity=1 charge=0 homo_lumo_gap_ev=8.4
C 0.211 -0.311 0.588
C 0.823 0.971 -0.110
C -1.020 -0.909 0.229
C -1.483 -0.824 -1.209
H 1.107 -1.822 1.849
H 1.687 -0.128 1.891
H -0.030 1.896 -0.120
H 1.106 0.680 -1.077
H 1.337 2.623 1.051
H -1.286 -1.751 0.762
H -1.805 0.271 -2.639
N 0.790 -0.710 1.703
O 1.733 1.484 0.884
O -1.089 0.336 -1.974
O -2.080 -1.805 -1.828

=====

11.
15
Properties=species:S:1:pos:R:3 method="wB97M-V/def2-TZVPD" e_tot_ev=-11888.764 relative_energy_ev=6.513 spin_multiplicity=1 charge=0 homo_lumo_gap_ev="8.4 / 8.4"
C -0.762 0.813 0.816
C 0.894 -1.494 -0.944
C -1.074 1.196 -0.603
C -0.574 -0.498 1.255
O 0.887 -1.090 0.414
N 1.389 0.816 0.635
O 2.039 0.925 1.580
O -0.850 -1.225 2.143
H -1.203 1.418 1.606
H -0.100 -1.771 -1.308
H 1.248 -0.687 -1.597
H 1.572 -2.347 -1.050
H -1.177 2.280 -0.685
H -0.282 0.912 -1.297
H -2.007 0.752 -0.966

=====

12.
15
Properties=species:S:1:pos:R:3 method="wB97M-V/def2-TZVPD" e_tot_ev=-11892.595 smiles="NC(=O)[C@@]1(CO)CO1" relative_energy_ev=2.683 spin_multiplicity=1 charge=0 homo_lumo_gap_ev=10.9
C -1.518 0.726 -0.036
C -1.448 -1.742 -0.099
C -0.696 -0.475 -0.193
C 0.786 -0.402 -0.116
N -2.650 0.751 -0.775
O -1.151 1.665 0.629
O -1.004 -1.202 -1.307
O 1.258 0.075 1.112
H -0.976 -2.601 0.309
H -2.504 -1.601 0.149
H 1.009 0.275 -1.041
H 1.196 -1.392 -0.324
H -2.370 0.429 -1.747
H -3.195 1.605 -0.712
H 0.682 0.846 1.441

=====

13.
16
Properties=species:S:1:pos:R:3 method="wB97M-V/def2-TZVPD" e_tot_ev=-22722.007 relative_energy_ev=3.986 spin_multiplicity=3 s_squared=2.01 charge=0 homo_lumo_gap_ev="6.2 / 7.6"
C 1.159 0.362 0.033
C 0.758 -1.350 -0.537
C -0.190 0.719 0.731
C -1.002 1.377 -0.389
N 2.237 0.902 -0.214
O -1.808 -1.739 -0.479
O -0.454 -2.727 1.302
O -0.834 -0.335 1.334
S -0.735 -1.677 0.397
H 0.516 -1.210 -1.569
H 1.518 -2.052 -0.385
H 0.149 1.457 1.478
H -2.058 1.575 0.062
H -1.015 0.558 -1.154
H -0.591 2.265 -0.826
H 2.350 1.875 0.216

=====

14.
16
Properties=species:S:1:pos:R:3 method="wB97M-V/def2-TZVPD" e_tot_ev=-13938.416 relative_energy_ev=4.221 spin_multiplicity=1 charge=0 homo_lumo_gap_ev=9.1
C 0.428 -0.858 0.140
C 0.733 0.594 0.415
C -1.447 0.823 0.447
C -0.943 -0.604 -0.525
N 1.355 1.309 -0.537
O -2.027 -0.478 0.343
O 0.438 -1.536 1.357
O 1.341 -1.441 -0.752
O -1.053 -0.756 -1.755
H -0.406 -1.997 1.460
H 0.815 -1.723 -1.522
H 0.853 0.910 1.444
H 1.895 2.124 -0.277
H 1.326 0.916 -1.475
H -1.451 1.162 1.482
H -1.858 1.555 -0.245

=====

15.
16
Properties=species:S:1:pos:R:3 method="wB97M-V/def2-TZVPD" e_tot_ev=-13938.788 relative_energy_ev=3.849 spin_multiplicity=1 charge=0 homo_lumo_gap_ev=8.8
C 1.563 0.054 0.149
C 0.754 -2.061 -0.217
C -0.865 -0.408 0.039
C -0.051 1.901 -0.298
N 0.282 0.484 -0.188
O 2.436 0.860 0.448
O 1.773 -1.274 0.218
O -1.390 -0.528 1.352
O -1.848 -0.251 -0.879
H 0.389 -2.887 0.409
H 0.869 -2.202 -1.301
H -0.221 2.384 0.643
H 0.751 2.436 -0.853
H -0.980 2.149 -0.944
H -0.911 0.064 1.968
H -2.551 -0.720 -0.546

=====

16.
14
Properties=species:S:1:pos:R:3 method="wB97M-V/def2-TZVPD" e_tot_ev=-18630.749 smiles="C=NS[C@H]1C[C@H]1O" relative_energy_ev=3.801 spin_multiplicity=1 charge=0 homo_lumo_gap_ev=9.5
C 1.547 0.611 0.111
C 1.965 -0.838 -0.349
C 0.716 -0.559 0.521
C -2.959 0.268 -0.006
H 0.009 1.482 -0.312
H 2.066 1.020 1.023
H 1.816 -1.286 -1.414
H 2.932 -1.178 -0.022
H 0.816 -0.652 1.646
H -3.665 1.122 -0.014
H -3.645 -0.769 0.014
N -1.695 0.370 -0.066
O 0.837 1.457 -0.688
S -0.739 -1.046 -0.445

=====

17.
14
Properties=species:S:1:pos:R:3 method="wB97M-V/def2-TZVPD" e_tot_ev=-18627.507 relative_energy_ev=7.043 spin_multiplicity=1 charge=0 homo_lumo_gap_ev="7.2 / 7.3"
C 1.852 0.480 1.027
C 1.102 -0.276 0.108
C -2.331 -0.462 0.594
C -0.179 -0.796 0.013
N 2.075 -0.480 -0.825
O -1.057 -0.307 0.815
S 3.254 0.396 0.066
H 1.572 0.693 2.020
H -0.901 2.335 -0.960
H -2.506 -0.931 -0.270
H -2.981 -0.474 1.478
H -0.635 -1.320 -0.901
H -1.204 1.579 -1.286
H 1.941 -0.437 -1.879

=====

18.
14
Properties=species:S:1:pos:R:3 method="wB97M-V/def2-TZVPD" e_tot_ev=-18632.811 relative_energy_ev=1.738 spin_multiplicity=1 charge=0 homo_lumo_gap_ev=9.8
C -1.411 -1.230 -0.390
C -0.224 -0.539 -0.990
C 0.169 0.570 -0.018
C 1.650 0.617 0.311
N -1.755 -0.989 0.793
O -1.705 1.393 1.919
S -0.758 0.152 1.572
H -1.964 -1.962 -0.966
H 0.580 -1.277 -1.084
H -0.459 -0.172 -1.990
H -0.196 1.544 -0.339
H 1.963 -0.296 0.817
H 1.867 1.461 0.962
H 2.241 0.728 -0.599

=====

19.
13
Properties=species:S:1:pos:R:3 method="wB97M-V/def2-TZVPD" e_tot_ev=-16581.667 smiles="C[C@@H]1NCC1=S" relative_energy_ev=5.264 spin_multiplicity=1 charge=0 homo_lumo_gap_ev=8.1
C 0.778 -1.143 0.492
C -0.546 -0.285 0.700
C -0.452 1.058 -0.981
C 0.171 1.007 0.505
H 0.962 -0.764 -0.655
H 0.735 -2.172 0.847
H 1.845 -0.667 1.083
H -1.230 -0.889 1.626
H -1.069 -0.771 -1.343
H -0.062 0.611 -2.021
H -1.078 2.027 -1.037
N -1.242 -0.071 -0.528
S 1.189 2.059 1.311

=====

20.
13
Properties=species:S:1:pos:R:3 method="wB97M-V/def2-TZVPD" e_tot_ev=-16580.974 relative_energy_ev=5.957 spin_multiplicity=1 charge=0 homo_lumo_gap_ev=6.9
C -1.807 0.058 -0.207
C -3.088 -0.090 -0.552
C 3.494 -0.182 0.896
C -0.777 -0.281 0.597
N -0.462 0.101 -0.877
S 4.428 0.568 -0.143
H -3.834 -0.330 0.318
H -3.479 0.202 -1.574
H 3.841 -0.338 1.952
H 2.458 -0.498 0.911
H -0.392 0.417 1.332
H -0.253 1.075 -1.156
H -0.130 -0.702 -1.498